Density functional theory data (ωB97M-V/def2-TZVPD) for 12 unconnected molecules or ions with the total composition C43H76O36 in a non-equilibrium geometry.

Last column: Mulliken charge in e.
Positions of all 155 atoms, in Å:
C 4.91532 2.02124 -1.55151  -0.220
C 4.16138 2.90174 -2.51562  0.864
O 5.00418 4.00915 -2.62187  -0.377
C 6.16040 3.81036 -1.88741  0.608
O 7.07668 4.59202 -1.79589  -0.567
O 6.17345 2.58643 -1.41271  -0.371
H 4.98948 1.03705 -2.01410  0.207
H 4.44016 1.82257 -0.59086  0.123
H 3.16357 3.11221 -2.13067  -0.608
H 3.96769 2.36249 -3.44287  0.261
C 0.95563 1.36341 5.88762  -0.326
C 0.21894 2.61193 5.53465  -0.415
O -0.76915 2.10532 4.68593  -0.335
C -0.44786 0.91728 4.22143  0.457
O -0.89750 0.42945 3.23262  -0.440
O 0.63144 0.44705 4.89822  -0.059
H 0.72758 1.04565 6.90503  0.280
H 2.01956 1.58537 5.80454  0.337
H 0.80513 3.34411 4.97932  0.218
H -0.19077 3.11953 6.40790  0.292
C 1.38563 -2.47074 -3.11023  0.297
C 1.67085 -3.31571 -4.34456  -0.400
O 0.43597 -3.93324 -4.51610  -0.379
C -0.51916 -3.27864 -3.87330  0.422
O -1.67697 -3.54792 -4.05942  -0.560
O 0.02612 -2.29706 -3.14508  0.098
H 1.79713 -1.47172 -3.25423  -0.108
H 1.61153 -2.92343 -2.14475  0.026
H 2.54351 -3.95244 -4.19920  0.347
H 1.87026 -2.61791 -5.15783  0.282
C 2.38885 6.39351 -2.67704  -0.263
C 3.36074 6.62564 -1.60943  -0.456
O 2.90536 5.80641 -0.49393  -0.400
C 1.69989 5.33726 -0.79747  0.402
O 1.05691 4.64192 -0.04322  -0.421
O 1.42046 5.58940 -2.05093  0.033
H 2.92257 6.06157 -3.56758  0.263
H 1.94854 7.37781 -2.83633  0.341
H 3.42086 7.68172 -1.34642  0.293
H 4.31136 6.23826 -1.97598  0.203
C 0.82213 -5.89187 5.79443  -0.422
C 0.66603 -7.16163 4.88801  -0.422
O 0.79047 -6.57903 3.61826  -0.324
C 1.23625 -5.28909 3.67393  0.316
O 1.48736 -4.64202 2.71216  -0.413
O 1.50660 -4.93678 4.94188  -0.061
H 1.45868 -6.14195 6.64318  0.394
H -0.18213 -5.55746 6.05467  0.342
H -0.30144 -7.66249 4.92321  0.278
H 1.36457 -7.98214 5.05202  0.241
C 2.03569 -1.59546 1.99635  -0.517
C 2.47672 -0.99601 0.70814  -0.220
O 1.63556 0.04007 0.26797  0.389
C 1.68977 0.42722 -1.02097  0.915
O 2.51852 0.08376 -1.95358  -0.769
O 0.76433 1.27469 -1.10809  0.143
C 0.42546 1.87182 -2.35181  -0.425
H 1.93225 -0.86121 2.79527  0.157
H 2.72923 -2.38077 2.29703  0.058
H 1.14215 -2.21115 1.89331  0.187
H 2.43190 -1.79500 -0.03193  0.065
H 3.50073 -0.65678 0.86440  0.205
H 0.69854 1.32387 -3.25363  0.632
H 1.03296 2.77397 -2.42368  -0.744
H -0.64194 2.09155 -2.37389  -0.071
C -2.78446 7.03740 -4.33337  -1.431
C -1.48520 6.44514 -3.69183  0.425
O -0.85042 5.59688 -4.60963  -0.379
C -1.01526 4.27709 -4.62963  0.993
O -1.89333 3.71445 -3.98202  -0.444
O -0.27526 3.80428 -5.54827  -0.467
C -0.10287 2.39856 -5.89033  -0.379
H -2.62140 7.44744 -5.33006  0.369
H -3.16024 7.87478 -3.74542  0.416
H -3.58315 6.30478 -4.44939  0.279
H -1.70520 6.08262 -2.68770  -0.042
H -0.77680 7.26931 -3.60800  0.180
H 0.46912 1.79895 -5.18224  0.198
H 0.47971 2.42071 -6.81131  0.371
H -1.07114 1.90342 -5.96364  0.158
C -6.12909 1.67197 -8.34966  -1.192
C -5.55432 0.50036 -7.59864  -0.166
O -4.35025 0.94389 -6.97126  -0.281
C -3.83442 0.13812 -6.06050  0.709
O -4.22955 -0.98244 -5.75976  -0.624
O -3.03437 0.83832 -5.38501  -0.209
C -2.48752 0.32656 -4.14654  -0.443
H -7.01828 1.56391 -8.97075  0.384
H -5.34542 2.13803 -8.94695  0.284
H -6.52645 2.30024 -7.55249  0.294
H -5.15521 -0.22670 -8.30589  0.274
H -6.30170 0.08900 -6.92018  0.311
H -2.35024 -0.75175 -4.22716  0.544
H -3.11769 0.55205 -3.28622  0.106
H -1.59757 0.83250 -3.77223  -0.073
C -1.68453 -2.63281 0.01276  -1.541
C -1.71199 -1.16467 -0.43153  1.578
O -2.88003 -0.92023 -1.06994  0.013
C -4.01759 -0.74633 -0.47251  0.646
O -4.20628 -0.74658 0.70157  -0.565
O -4.96743 -0.52993 -1.44118  -0.262
C -6.33770 -0.23583 -1.02073  -0.761
H -1.83523 -2.75316 1.08557  0.316
H -0.79653 -3.16804 -0.32352  0.229
H -2.47011 -3.21718 -0.46628  0.562
H -0.88071 -0.98771 -1.11400  -0.900
H -1.53360 -0.52670 0.43408  -0.144
H -6.46335 -0.69743 -0.04132  0.341
H -7.02819 -0.78803 -1.65823  0.256
H -6.50319 0.84040 -0.97135  0.231
C 4.25404 -4.62793 1.18682  -0.993
C 4.36341 -5.97163 1.89178  -0.166
O 3.44625 -6.81930 1.23050  -0.166
C 3.32290 -8.07708 1.64901  0.792
O 4.01314 -8.71605 2.45655  -0.658
O 2.31260 -8.55657 1.00605  -0.301
C 1.80706 -9.87036 1.20235  -0.667
H 4.85679 -4.49952 0.28776  0.449
H 4.50313 -3.76114 1.79897  0.350
H 3.21876 -4.47387 0.88258  0.163
H 4.02482 -5.79782 2.91317  0.013
H 5.39420 -6.30909 1.99986  0.445
H 1.04336 -9.84073 1.97951  0.241
H 2.55847 -10.62067 1.44836  0.340
H 1.34942 -10.12456 0.24629  0.240
C -1.30399 3.18021 1.54772  -1.518
C -1.83454 3.54474 0.14610  0.650
O -3.23646 3.58851 0.26520  -0.393
C -3.92823 4.41765 -0.42710  0.830
O -3.42110 5.46285 -0.86114  -0.668
O -5.21422 4.08902 -0.50047  -0.281
C -6.15712 4.99952 -1.01413  -0.692
H -1.57977 3.85139 2.36109  0.532
H -0.21449 3.21208 1.55624  0.405
H -1.69943 2.20882 1.84459  0.338
H -1.54787 2.81414 -0.61031  -0.534
H -1.41200 4.51798 -0.10361  0.376
H -7.16666 4.58856 -1.02039  0.226
H -5.87332 5.24839 -2.03669  0.290
H -6.17802 5.89290 -0.39000  0.297
C 2.62276 -2.08894 5.99140  -0.950
C 1.52828 -2.52107 7.01944  0.233
O 1.69898 -2.10577 8.35757  -0.326
C 0.80960 -2.37104 9.27337  0.766
O -0.24601 -2.94944 9.03078  -0.597
O 1.27958 -1.89800 10.40502  -0.337
C 0.58654 -2.07252 11.59221  -0.692
H 3.54323 -2.54896 6.35087  0.441
H 2.71153 -1.00358 6.03848  0.295
H 2.47431 -2.43223 4.96758  -0.064
H 1.53060 -3.61022 7.06237  0.044
H 0.53739 -2.20443 6.69389  0.322
H 0.53776 -3.12361 11.87668  0.308
H -0.49133 -1.92930 11.51613  0.320
H 0.99377 -1.44235 12.38288  0.251

Summary:
ΔE to the lowest compared entry with this formula, charge and spin	76.8	kcal per mole
electronic energy	-119530.4579	eV
frontier orbital gap	10.330	eV
SMILES string	CCOC(=O)OC.CCOC(=O)OC.CCOC(=O)OC.CCOC(=O)OC.CCOC(=O)OC.CCOC(=O)OC.CCOC(=O)OC.O=C1OCCO1.O=C1OCCO1.O=C1OCCO1.O=C1OCCO1.O=C1OCCO1
HOMO level	-10.04	eV



Density functional theory data (ωB97M-V/def2-TZVPD) for 2 unconnected molecules or ions with the total composition C4H12S in a non-equilibrium geometry.

Last column: natural (NBO) charge in e.
Positions of all 17 atoms, in Å:
C 1.59972 0.53331 0.21839  -0.772
C 2.50385 0.08609 1.37048  -0.657
H 1.87811 1.54301 -0.03131  0.191
H 1.84117 -0.29108 -0.53646  0.195
H 0.53216 0.70550 0.30654  0.214
H 3.50155 -0.52600 1.03152  0.190
H 2.74009 0.93204 2.10315  0.195
H 1.79516 -0.64588 1.77701  0.205
C -1.48956 -1.24757 0.37928  -0.880
C -2.12584 0.61895 -1.81033  -1.126
S -2.35273 -1.17281 -1.19403  0.020
H -0.42889 -1.45148 0.11664  0.214
H -1.51724 -0.28550 0.95425  0.214
H -2.08940 -1.83082 1.04599  0.217
H -1.59980 0.69702 -2.77883  0.199
H -1.67961 1.15235 -0.97494  0.196
H -3.10876 1.18286 -1.97737  0.185

Summary:
ΔE to the lowest compared entry with this formula, charge and spin	37.4	kcal per mole
electronic energy	-15174.7545	eV
frontier orbital gap (spin up / spin down)	2.220 / 8.637	eV
2S+1	2
expectation value of S²	0.750
HOMO level (spin up / spin down)	1.32 / -4.93	eV
total charge	-1